(1)
The following is a quantum chemistry calculation of a cluster of 10 separate species, C13H35N9O21S in total in a non-equilibrium geometry, from OMol25.

SMILES: C[N+](=O)[O-].C[N+](=O)[O-].C[N+](=O)[O-].C[N+](=O)[O-].C[N+](=O)[O-].C[N+](=O)[O-].C[N+](=O)[O-].C[N+](=O)[O-].O=S1(=O)OCCO1.CN(C)C=O
HOMO-LUMO gap, eV: 9.013
LUMO energy, hartree: -0.011

ORCA input file:
```
! RIJCOSX wB97M-V def2-TZVPD def2/J DEFGRID3
* xyz 0 1
S -0.166 -0.887 -1.652
O -1.024 -2.012 -2.032
O -8.236 -0.902 5.763
O 0.053 0.221 -2.550
O -4.275 6.498 -8.764
O -5.364 7.826 -7.332
O -1.612 6.583 2.865
O -0.324 -7.867 -5.794
O -0.648 -0.511 -0.129
O 10.145 -1.280 -3.347
O 6.387 2.228 4.476
O -1.599 7.288 4.917
O 0.285 0.860 8.438
O 8.882 0.234 -2.494
O 3.141 6.602 -3.442
O -1.493 1.278 9.562
O -4.676 -6.080 2.908
O -8.185 -1.696 3.753
O 5.848 3.130 2.507
O 1.306 -1.426 -1.168
O 5.336 6.717 -2.904
O -3.603 -7.858 3.474
N -7.706 -1.024 4.638
N 4.313 6.217 -3.489
N -2.407 -7.024 -6.306
N -0.281 1.037 9.454
N 6.615 2.934 3.447
N -1.156 6.599 4.000
N 9.047 -0.752 -3.220
N -4.649 -7.166 3.403
N -4.395 7.134 -7.688
C -3.802 -6.952 -5.889
C -5.896 -7.746 3.963
C 1.341 -1.863 0.212
C 7.978 3.550 3.436
C 0.268 -0.888 0.879
C -1.568 -7.701 -5.526
C 4.633 5.020 -4.395
C -3.364 6.824 -6.568
C 7.833 -1.378 -3.733
C 0.076 5.803 4.207
C 0.486 1.163 10.693
C -2.013 -6.393 -7.603
C -6.561 -0.223 4.328
H -4.164 -5.926 -5.951
H 8.267 3.903 4.426
H 5.435 5.315 -5.072
H -3.837 7.166 -5.648
H 7.432 -0.771 -4.544
H -2.083 -8.140 -4.658
H -6.355 0.361 5.225
H 8.667 2.722 3.274
H 7.132 -1.382 -2.898
H -2.390 7.279 -6.748
H 0.371 5.426 3.228
H -6.757 -7.406 3.387
H 5.089 4.279 -3.738
H 2.381 -2.077 0.459
H -3.277 5.739 -6.504
H 3.796 4.690 -5.011
H -6.022 -7.430 4.998
H 8.021 4.307 2.652
H -3.946 -7.209 -4.839
H -6.823 0.425 3.491
H -2.291 -7.097 -8.387
H -4.460 -7.628 -6.435
H 0.792 6.531 4.588
H 0.277 0.186 11.130
H -0.389 -1.274 1.659
H -0.964 -6.121 -7.493
H -5.883 -8.836 3.937
H -5.724 -0.827 3.978
H 8.027 -2.409 -4.030
H 0.849 0.013 1.075
H 1.563 1.222 10.537
H 0.819 -2.820 0.226
H -0.194 5.026 4.923
H 0.170 2.072 11.205
H -2.497 -5.425 -7.737
*
```

(2)
The following is a quantum chemistry calculation of a cluster of 6 separate species, C13H36ClO15S5 in total in a non-equilibrium geometry, from OMol25.

Energy relative to the best compared isomer or geometry (same formula, charge and spin), kcal per mole: 287.7
HOMO-LUMO gap, eV: 8.934
LUMO energy, hartree: 0.087

ORCA input file:
```
! RIJCOSX wB97M-V def2-TZVPD def2/J DEFGRID3
* xyz -1 1
Cl -0.761 0.198 -0.488
S 1.207 -4.120 0.664
S -4.587 2.184 -2.506
S -3.257 -2.561 3.381
S 3.818 0.017 -1.020
S 1.551 3.442 0.994
O 0.317 0.309 0.441
O -3.806 2.612 -3.708
O 1.527 4.903 0.323
O -1.088 1.536 -0.959
O 0.571 3.449 2.080
O 2.940 3.138 1.262
O 5.189 -0.283 -1.564
O 1.385 -5.295 1.524
O -0.455 -3.841 0.525
O 1.889 -4.063 -0.600
O -0.296 -0.556 -1.603
O 3.689 -0.833 0.464
O -1.966 -0.352 0.114
O 3.471 1.449 -0.848
O -4.692 -2.125 3.445
C -5.350 0.600 -2.990
C -3.408 1.546 -1.262
C 2.669 0.851 2.084
C 2.504 -0.960 -1.982
C -3.030 -3.685 1.932
C 2.482 -0.484 1.313
C -1.916 -3.936 -1.266
C 2.515 5.220 -0.585
C -2.187 -1.346 2.446
C 3.584 6.191 0.022
C -0.905 -3.066 -0.536
C 0.797 2.489 -0.437
C 1.651 -2.502 1.483
H -2.941 0.643 -1.657
H 4.509 6.109 -0.549
H -4.640 -0.086 -3.452
H -2.736 2.353 -0.970
H 2.398 1.673 1.421
H 2.972 -1.856 -2.389
H 2.274 -0.314 -2.829
H 1.761 -0.426 0.498
H 3.723 0.868 2.363
H -0.092 -2.841 -1.226
H -6.297 0.761 -3.505
H -2.474 -3.509 -2.099
H 1.555 2.376 -1.212
H 3.132 4.351 -0.812
H -0.222 2.847 -0.591
H -3.364 -3.221 1.004
H 2.515 -2.727 2.109
H -1.973 -3.912 1.789
H -1.170 -1.734 2.389
H 1.966 -1.834 0.681
H 2.024 5.573 -1.492
H 2.274 0.802 3.099
H -1.675 -4.993 -1.377
H 0.797 -2.218 2.097
H -2.587 -1.225 1.439
H -3.626 -4.598 1.932
H 1.579 -1.076 -1.417
H -3.894 1.287 -0.322
H 3.305 7.230 -0.153
H 2.302 -1.272 2.044
H -2.744 -4.124 -0.583
H 3.572 5.959 1.087
H -1.356 -2.123 -0.230
H -5.470 0.049 -2.057
H 0.628 1.463 -0.109
H -2.076 -0.379 2.936
*
```

Which of these has the lowest LUMO energy?
C13H35N9O21S

What is the LUMO energy in the first record?
-0.011 hartree

What is the HOMO-LUMO gap in the first record?
9.013 eV

What is the formula in the second record?
C13H36ClO15S5